1.
Formula: C16H39NO6S4
Source: OMol25
Level of theory: ωB97M-V/def2-TZVPD

The value obtained for the HOMO-LUMO gap is 8.750 eV. Its total energy is -74336.008 eV.

Geometry as ORCA input:
```
! RIJCOSX wB97M-V def2-TZVPD def2/J DEFGRID3
* xyz 0 1
C 5.312 -33.877 -15.689
C 6.477 -34.540 -15.145
N 7.423 -35.077 -14.773
H 4.541 -34.631 -15.890
H 5.476 -33.419 -16.664
H 4.785 -33.118 -15.111
C 6.469 -31.583 -12.040
S 6.957 -32.480 -10.548
O 8.230 -31.867 -10.031
C 7.532 -33.940 -11.470
H 6.465 -30.500 -11.921
H 5.492 -31.871 -12.431
H 7.204 -31.781 -12.827
H 8.157 -34.636 -10.919
H 8.223 -33.526 -12.216
H 6.762 -34.440 -12.053
C 8.586 -38.797 -18.681
S 9.627 -37.352 -18.920
O 9.369 -36.883 -20.327
C 8.799 -36.202 -17.792
H 9.124 -39.492 -18.036
H 8.482 -39.245 -19.667
H 7.597 -38.588 -18.279
H 9.459 -35.391 -17.488
H 8.620 -36.774 -16.879
H 7.873 -35.788 -18.186
C 12.601 -37.077 -12.767
S 12.205 -36.335 -14.388
O 11.353 -37.288 -15.168
C 11.058 -35.039 -13.837
H 11.913 -37.865 -12.456
H 12.536 -36.365 -11.942
H 13.599 -37.506 -12.818
H 10.034 -35.358 -14.015
H 11.236 -34.160 -14.462
H 11.250 -34.718 -12.815
C 3.920 -36.937 -11.634
S 3.494 -35.365 -10.792
O 4.828 -34.902 -10.259
C 3.305 -34.418 -12.329
H 3.466 -37.101 -12.617
H 3.637 -37.773 -10.998
H 4.988 -36.905 -11.851
H 2.300 -34.572 -12.734
H 4.025 -34.726 -13.084
H 3.433 -33.358 -12.117
C 8.866 -37.288 -12.163
C 8.105 -38.579 -12.405
O 6.902 -38.586 -12.437
C 8.955 -39.751 -12.827
H 8.845 -37.011 -11.106
H 8.436 -36.468 -12.738
H 9.908 -37.377 -12.449
H 9.589 -40.102 -12.016
H 9.527 -39.478 -13.718
H 8.323 -40.575 -13.171
C 6.623 -38.389 -15.529
C 5.294 -38.045 -16.116
O 5.079 -37.037 -16.750
C 4.213 -39.112 -15.997
H 6.548 -38.972 -14.615
H 7.153 -37.481 -15.240
H 7.134 -39.037 -16.243
H 3.298 -38.634 -15.652
H 4.505 -39.883 -15.285
H 4.084 -39.625 -16.950
*
```

---

2.
Formula: C7H13Br2N2S
Source: OMol25
Level of theory: ωB97M-V/def2-TZVPD

The value obtained for the HOMO-LUMO gap (spin up / spin down) is 7.420 / 5.996 eV. Its total energy is -161359.173 eV.

Geometry as ORCA input:
```
! RIJCOSX wB97M-V def2-TZVPD def2/J DEFGRID3
* xyz 1 1
C 1.681 -1.515 -0.225
C 4.019 0.104 -0.483
C 0.106 0.398 0.187
C -2.008 -0.114 1.360
C -2.119 0.363 -1.208
C -1.500 2.278 0.348
C -1.450 0.724 0.155
N 0.522 -0.843 -0.090
N 1.567 -2.902 -0.262
S 3.194 -1.029 0.387
Br 5.599 0.872 0.123
Br 1.421 1.513 0.832
H 3.438 0.629 -1.291
H -1.555 -1.106 1.195
H -3.048 -0.045 1.374
H -1.566 0.151 2.341
H -1.864 1.172 -2.024
H -1.876 -0.586 -1.579
H -3.241 0.344 -1.086
H -0.771 2.662 1.151
H -2.453 2.536 0.601
H -1.087 2.909 -0.585
H -0.254 -1.562 -0.209
H 0.870 -3.439 -0.743
H 2.375 -3.514 -0.269
*
```

---

3.
Formula: ArH18O9
Source: OMol25
Level of theory: ωB97M-V/def2-TZVPD

The value obtained for the HOMO-LUMO gap is 10.214 eV. Its total energy is -33073.877 eV.

Geometry as ORCA input:
```
! RIJCOSX wB97M-V def2-TZVPD def2/J DEFGRID3
* xyz 0 1
Ar 18.527 6.752 15.487
O 19.010 8.576 18.548
H 18.714 9.460 18.330
H 19.887 8.699 18.911
O 17.246 8.374 12.738
H 17.504 7.548 12.329
H 17.151 8.984 12.007
O 20.834 9.394 16.338
H 20.164 9.015 16.906
H 20.478 9.308 15.454
O 14.854 8.383 14.373
H 14.887 9.339 14.340
H 15.626 8.098 13.885
O 20.271 3.032 15.700
H 19.662 3.131 16.432
H 19.760 2.590 15.022
O 19.217 9.820 13.979
H 18.672 9.314 13.376
H 19.760 10.366 13.410
O 16.535 7.366 18.253
H 17.391 7.791 18.191
H 16.732 6.430 18.280
O 22.303 5.044 15.867
H 22.453 5.651 15.142
H 21.429 4.689 15.706
O 17.307 11.108 15.247
H 17.952 10.568 14.791
H 16.488 10.952 14.777
*
```

---

4.
Formula: C17H41BrIN5O9P2SSi
Source: OMol25
Level of theory: ωB97M-V/def2-TZVPD

The value obtained for the HOMO-LUMO gap is 8.356 eV. As for the structure (SMILES): CCO[C@@]1(CCO[Si](C)(C)C)[C@@](P(C)O)(P(O)I)[C@H](Br)[C@](C)(CCN)OS1(=O)=O.NC(N)=O.NC(N)=O. Its total energy is -159608.836 eV.

Geometry as ORCA input:
```
! RIJCOSX wB97M-V def2-TZVPD def2/J DEFGRID3
* xyz 0 1
C 0.304 -1.398 1.610
C 0.445 0.058 1.206
O -0.289 0.322 0.005
C -0.056 1.426 -0.828
C 0.758 1.030 -2.081
C 1.813 -0.072 -1.905
O 1.228 -1.333 -2.193
Si 2.200 -2.703 -2.302
C 1.968 -3.385 -4.029
C 3.995 -2.372 -1.904
C 1.509 -3.991 -1.131
C -1.529 1.818 -1.253
P -1.631 2.674 -2.947
C -0.433 4.060 -3.020
O -3.038 3.531 -2.891
P -2.227 0.043 -1.642
O -2.937 -0.308 -0.205
I -4.194 0.346 -3.142
C -2.251 2.395 -0.001
Br -4.189 2.539 -0.170
C -1.626 3.652 0.673
C -1.435 3.314 2.166
C -2.462 4.942 0.692
C -2.748 5.665 -0.604
N -3.103 7.071 -0.263
O -0.354 4.030 0.093
S 0.757 2.904 -0.062
O 1.690 3.419 -1.006
O 1.270 2.614 1.238
H 1.160 -1.954 1.240
H 0.377 -1.433 2.693
H -0.616 -1.855 1.270
H 0.067 0.688 2.012
H 1.498 0.321 1.132
H 0.094 0.649 -2.853
H 1.277 1.893 -2.477
H 2.585 0.146 -2.648
H 2.296 -0.031 -0.928
H 2.504 -2.840 -4.802
H 2.267 -4.433 -4.010
H 0.899 -3.370 -4.242
H 4.094 -1.782 -0.995
H 4.456 -3.348 -1.746
H 4.513 -1.887 -2.728
H 1.321 -4.924 -1.659
H 2.219 -4.166 -0.328
H 0.549 -3.655 -0.750
H -0.711 4.571 -3.946
H 0.582 3.711 -3.148
H -0.501 4.778 -2.212
H -2.878 4.387 -3.294
H -3.766 -0.761 -0.391
H -2.172 1.615 0.747
H -1.022 2.321 2.312
H -2.406 3.364 2.652
H -0.776 4.045 2.624
H -1.852 5.637 1.279
H -3.364 4.780 1.272
H -3.595 5.209 -1.112
H -1.877 5.722 -1.245
H -3.530 7.497 -1.075
H -3.792 7.075 0.478
N -1.991 -4.229 5.416
C -1.806 -3.180 4.553
N -2.333 -1.985 4.965
O -1.216 -3.299 3.496
H -2.475 -4.151 6.289
H -1.620 -5.118 5.140
H -2.219 -1.200 4.352
H -2.824 -1.862 5.830
N 3.155 -6.778 1.724
C 4.114 -6.041 1.086
N 5.159 -5.630 1.870
O 4.038 -5.763 -0.096
H 3.192 -7.013 2.697
H 2.373 -7.082 1.176
H 5.876 -5.086 1.429
H 5.239 -5.844 2.846
*
```

---

5.
Formula: C4H9NO2
Source: OMol25
Level of theory: ωB97M-V/def2-TZVPD

The value obtained for the HOMO-LUMO gap is 10.604 eV. As for the structure (SMILES): C[C@@H](O)CC(N)=O. Its total energy is -9879.544 eV.

Geometry as ORCA input:
```
! RIJCOSX wB97M-V def2-TZVPD def2/J DEFGRID3
* xyz 0 1
C -1.571 -0.125 -1.264
C -0.587 0.569 -0.329
O -1.249 1.477 0.541
C 0.150 -0.430 0.572
C 1.451 -0.948 -0.021
N 2.375 0.025 -0.303
O 1.665 -2.125 -0.247
H -2.388 -0.557 -0.677
H -1.081 -0.929 -1.824
H -1.998 0.581 -1.987
H 0.152 1.116 -0.936
H -1.764 2.086 -0.004
H 0.369 0.078 1.519
H -0.478 -1.298 0.792
H 3.299 -0.277 -0.570
H 2.271 0.961 0.058
*
```

---

6.
Formula: C10H14O3S2
Source: OMol25
Level of theory: ωB97M-V/def2-TZVPD

The value obtained for the HOMO-LUMO gap (spin up / spin down) is 6.401 / 7.448 eV. Its total energy is -38405.632 eV.

Geometry as ORCA input:
```
! RIJCOSX wB97M-V def2-TZVPD def2/J DEFGRID3
* xyz 0 1
C -1.140 0.729 1.381
C 0.594 1.325 -0.581
C -0.478 -1.507 -0.397
C -2.679 0.926 1.436
C -3.123 1.612 0.208
C -1.948 1.450 -0.761
C -0.776 1.173 -0.032
C 3.317 -0.145 -0.720
C 0.695 -3.724 0.571
C 2.902 1.234 -0.399
O -0.387 0.226 2.218
O 0.694 1.430 -1.812
O 1.658 1.272 0.269
S -1.265 -1.639 -1.758
S 0.275 -1.948 0.943
H -3.182 -0.056 1.448
H -2.896 1.429 2.402
H -4.135 1.248 -0.243
H -3.125 2.729 0.352
H -1.972 0.509 -1.214
H -2.011 2.317 -1.465
H 2.535 -0.738 -1.442
H 4.350 -0.341 -1.246
H 3.413 -0.760 0.193
H -0.343 -4.144 0.672
H 1.311 -4.361 1.294
H 1.215 -3.693 -0.385
H 2.884 1.770 -1.275
H 3.617 1.675 0.343
*
```

---

7.
Formula: C5H5N2
Source: OMol25
Level of theory: ωB97M-V/def2-TZVPD

The value obtained for the HOMO-LUMO gap is 8.567 eV. As for the structure (SMILES): Cc1cncc#[n+]1. Its total energy is -8235.293 eV.

Geometry as ORCA input:
```
! RIJCOSX wB97M-V def2-TZVPD def2/J DEFGRID3
* xyz 1 1
C -1.303 -0.550 -0.033
C 0.118 -0.296 -0.036
C 0.842 0.922 -0.008
N 2.156 1.022 0.055
C 3.003 0.013 -0.091
C 2.249 -1.148 -0.001
N 1.064 -1.370 0.093
H -1.620 -1.155 0.793
H -1.532 -1.127 -1.032
H -1.816 0.493 0.135
H 0.213 1.804 0.045
H 3.962 0.240 0.120
*
```

---

8.
Formula: C7H9N3
Source: OMol25
Level of theory: ωB97M-V/def2-TZVPD

The value obtained for the HOMO-LUMO gap is 8.115 eV. Its total energy is -11867.326 eV.

Geometry as ORCA input:
```
! RIJCOSX wB97M-V def2-TZVPD def2/J DEFGRID3
* xyz 0 1
C 3.974 -0.379 0.451
C 2.768 0.220 0.417
C 1.896 1.172 0.162
C -1.015 0.134 0.539
C 1.398 2.229 -0.634
C -2.136 -0.486 -0.322
C 0.430 -1.745 -0.070
N 4.954 -0.986 0.430
N 1.329 0.194 1.034
N 0.212 -0.443 0.445
H 1.249 1.889 -1.670
H 0.459 2.544 -0.289
H 2.065 3.095 -0.609
H -3.086 0.210 -0.245
H -2.111 -0.615 -1.400
H -2.359 -1.421 -0.060
H 0.736 -1.870 -1.080
H 1.262 -2.144 0.494
H -0.515 -2.334 0.129
*
```

---

9.
Formula: C15H22N2OPTb
Source: OMol25
Level of theory: ωB97M-V/def2-TZVPD

The value obtained for the HOMO-LUMO gap (spin up / spin down) is 5.738 / 4.296 eV. Its total energy is -52656.501 eV.

Geometry as ORCA input:
```
! RIJCOSX wB97M-V def2-TZVPD def2/J DEFGRID3
* xyz 0 7
C -0.698 0.639 -1.796
C -1.241 1.842 -2.333
C -0.284 2.897 -2.190
C 0.917 2.298 -1.691
C 0.665 0.926 -1.353
Tb -0.020 -0.802 0.977
P 0.091 -3.642 0.472
H -1.109 -0.402 -1.754
H -2.261 1.903 -2.709
H -0.469 3.977 -2.316
H 1.376 0.089 -1.064
H 1.879 2.745 -1.450
H 1.172 -4.281 -0.230
H -0.979 -4.239 -0.294
H 0.029 -4.547 1.577
C -1.567 -1.724 7.654
C -0.198 -1.125 7.854
N 0.197 -0.091 6.881
C -0.142 1.279 7.329
C 0.811 1.816 8.386
C 0.400 -0.521 5.597
O 0.353 -1.720 5.298
C 0.732 0.495 4.547
C 1.498 1.633 4.757
C 1.750 2.528 3.707
C 1.297 2.210 2.424
N 0.704 0.978 2.189
C 0.437 0.129 3.243
H -2.356 -0.973 7.593
H -1.774 -2.373 8.505
H -1.576 -2.331 6.751
H -0.123 -0.609 8.812
H 0.554 -1.919 7.794
H -0.200 1.970 6.483
H -1.143 1.201 7.779
H 1.858 1.738 8.077
H 0.590 2.874 8.550
H 0.698 1.303 9.346
H 1.903 1.800 5.753
H 2.285 3.470 3.891
H 1.418 2.868 1.549
H 0.037 -0.933 3.085
*
```

---

10.
Formula: C35H29I2N4O3RuS
Source: OMol25
Level of theory: ωB97M-V/def2-TZVPD

The value obtained for the HOMO-LUMO gap (spin up / spin down) is 6.602 / 6.788 eV. Its total energy is -78485.031 eV.

Geometry as ORCA input:
```
! RIJCOSX wB97M-V def2-TZVPD def2/J DEFGRID3
* xyz 0 6
Ru -0.617 0.770 0.913
I 0.949 6.672 -3.463
C -0.050 5.173 -2.375
C -0.914 4.314 -3.032
C -1.530 3.324 -2.297
I -2.932 2.075 -3.236
C -1.320 3.114 -0.904
O -1.918 2.129 -0.280
C -0.477 4.065 -0.275
C -0.161 4.050 1.202
N -0.792 2.990 1.987
C -0.329 3.022 3.360
C -0.509 1.723 4.096
C -0.191 1.676 5.451
C -0.281 0.478 6.130
C -0.728 -0.638 5.437
C -1.065 -0.493 4.107
N -0.943 0.655 3.428
C 0.146 5.059 -1.015
H -1.107 4.415 -4.090
H -0.414 5.037 1.617
H 0.918 3.916 1.300
H -1.801 3.073 1.942
H -0.807 3.822 3.940
H 0.745 3.229 3.347
H 0.136 2.578 5.952
H -0.017 0.415 7.177
H -0.814 -1.603 5.916
H -1.470 -1.333 3.564
H 0.803 5.756 -0.507
O 1.705 1.975 0.318
S 2.442 0.721 0.291
O 3.593 0.609 1.146
N 1.294 -0.359 0.576
C 1.433 -1.656 0.974
C 2.614 -2.371 1.086
C 2.604 -3.697 1.541
C 1.439 -4.347 1.851
C 0.209 -3.672 1.715
C -1.044 -4.268 1.973
C -2.193 -3.546 1.798
C -2.095 -2.205 1.397
N -0.945 -1.611 1.166
C 0.203 -2.320 1.291
C 2.943 0.439 -1.389
C 1.967 0.512 -2.373
C 2.316 0.270 -3.690
C 3.636 -0.031 -4.009
C 4.603 -0.098 -3.016
C 4.258 0.133 -1.692
H 3.549 -1.885 0.845
H 3.546 -4.220 1.647
H 1.440 -5.373 2.197
H -1.079 -5.304 2.289
H -3.167 -3.983 1.971
H -2.985 -1.600 1.268
H 0.953 0.776 -2.095
H 1.564 0.313 -4.466
H 3.912 -0.201 -5.041
H 5.628 -0.333 -3.274
H 4.986 0.093 -0.893
C -1.851 -0.766 -1.525
C -2.105 -1.693 -2.533
C -3.432 -2.079 -2.861
C -3.678 -3.000 -3.854
C -2.624 -3.580 -4.559
C -1.313 -3.205 -4.268
C -1.052 -2.281 -3.283
H -2.651 -0.324 -0.951
H -0.833 -0.463 -1.317
H -4.254 -1.617 -2.326
H -4.698 -3.276 -4.092
H -2.823 -4.310 -5.332
H -0.495 -3.645 -4.825
H -0.031 -1.986 -3.064
*
```